No. 1
{"formula": "C28H42CaF3O20", "method": "ωB97M-V with the def2-TZVPD basis set", "charge": 1, "e_above_lowest_kcal_mol": 247.4, "fmax_ev_per_a": 10.77, "homo_ha": -0.3491, "lumo_energy_ev": -5.98, "homo_lumo_gap_ev": 3.52, "symbols": ["Ca", "C", "O", "O", "C", "F", "F", "F", "C", "C", "H", "H", "H", "H", "H", "H", "C", "C", "C", "O", "C", "O", "O", "H", "H", "H", "H", "H", "H", "C", "C", "C", "O", "C", "O", "O", "H", "H", "H", "H", "H", "H", "C", "C", "C", "O", "C", "O", "O", "H", "H", "H", "H", "H", "H", "C", "C", "C", "O", "C", "O", "O", "H", "H", "H", "H", "H", "H", "C", "C", "C", "O", "C", "O", "O", "H", "H", "H", "H", "H", "H", "C", "C", "C", "O", "C", "O", "O", "H", "H", "H", "H", "H", "H"], "xyz": [[-0.01645, 0.32447, 1.40701], [-0.41810, -2.11896, 6.10320], [0.71997, -1.30580, 5.85947], [-1.02921, -1.88944, 4.89698], [-0.06323, -3.67459, 6.43706], [-0.88233, -4.65733, 5.86130], [1.14052, -3.99154, 6.03077], [-0.00554, -3.85923, 7.82982], [1.64788, -1.16728, 6.90643], [3.00664, -0.87100, 6.07762], [3.92327, -0.91203, 6.66602], [3.18047, -1.66005, 5.34600], [3.01423, 0.12453, 5.63381], [1.87180, -2.04082, 7.51871], [1.38839, -0.31131, 7.52938], [-0.89548, -1.56419, 6.91093], [4.82594, 1.28628, -5.60951], [5.56018, 1.48316, -4.22566], [6.27443, 2.83565, -3.98893], [5.76383, 3.11223, -2.73465], [5.01969, 2.10080, -2.20872], [4.51070, 1.95331, -1.07696], [4.66796, 1.28147, -3.17645], [4.26667, 2.11135, -6.05061], [4.05671, 0.51421, -5.59270], [5.58208, 1.05988, -6.36124], [6.27431, 0.66100, -4.17912], [6.02619, 3.57079, -4.75447], [7.35364, 2.72618, -3.88204], [1.95822, 9.49606, 6.34849], [0.86661, 9.30746, 5.28302], [1.41179, 9.29738, 3.88892], [1.13781, 7.98858, 3.34165], [0.56149, 7.19272, 4.30069], [0.34232, 5.94227, 4.13562], [0.46658, 7.89911, 5.34604], [2.35427, 10.50907, 6.27733], [2.84587, 8.86808, 6.27245], [1.52720, 9.52229, 7.34930], [0.00995, 9.97541, 5.37298], [2.48562, 9.43868, 4.01143], [1.04669, 10.14387, 3.30732], [5.58591, -8.16513, 1.19564], [6.34150, -6.93147, 0.66984], [6.20456, -6.84429, -0.86193], [5.26656, -5.79137, -1.04963], [4.97201, -5.24900, 0.17714], [4.18236, -4.34713, 0.47139], [5.56908, -5.89523, 1.24387], [4.54779, -7.98095, 0.91910], [5.79201, -8.31455, 2.25549], [5.89824, -8.99465, 0.56126], [7.33434, -6.81591, 1.10459], [5.79144, -7.76555, -1.27267], [7.15289, -6.64044, -1.35912], [-10.16505, -2.96455, -1.29893], [-9.65604, -1.56481, -1.45003], [-10.18610, -0.76477, -0.19311], [-8.94627, -0.08866, 0.18134], [-7.85448, -0.61122, -0.50481], [-6.66384, -0.17836, -0.42996], [-8.30504, -1.60310, -1.29676], [-9.74056, -3.54981, -0.48321], [-9.79124, -3.52458, -2.15610], [-11.24730, -2.97595, -1.42816], [-10.11079, -1.07054, -2.30853], [-10.32833, -1.42296, 0.66400], [-11.10223, -0.17480, -0.22070], [-1.28024, 8.39500, -5.03470], [-1.44088, 6.91931, -5.35530], [-0.22936, 6.38425, -6.00876], [0.23386, 5.48483, -5.05480], [-0.58184, 5.41795, -4.03012], [-0.50670, 4.44552, -3.14718], [-1.59645, 6.24731, -4.15033], [-1.91248, 8.67289, -4.19139], [-1.51724, 9.03476, -5.88478], [-0.30484, 8.63697, -4.61262], [-2.33740, 6.71668, -5.94122], [0.50551, 7.15589, -6.23821], [-0.54424, 5.88672, -6.92604], [-4.17824, -7.19105, -3.97940], [-3.81629, -7.00802, -2.41466], [-2.56808, -7.71981, -1.92934], [-1.68394, -6.67847, -1.86288], [-2.41701, -5.48198, -1.99194], [-1.89186, -4.32125, -1.96667], [-3.61587, -5.62216, -2.14517], [-5.01112, -6.56537, -4.30025], [-4.50137, -8.21209, -4.18242], [-3.37468, -6.98119, -4.68532], [-4.71472, -7.45738, -1.99155], [-2.18444, -8.52072, -2.56136], [-2.85108, -8.11153, -0.95231]], "lowdin_charge": [1.617, -0.410, -0.161, -0.163, -0.448, 0.084, 0.154, 0.067, -0.230, -0.058, 0.058, 0.064, 0.054, 0.107, 0.112, 0.149, -0.011, -0.297, -0.092, 0.069, -0.504, 0.083, 0.098, 0.074, 0.079, 0.080, 0.148, 0.137, 0.137, -0.018, -0.249, -0.103, 0.058, -0.534, 0.048, 0.104, 0.088, 0.098, 0.088, 0.158, 0.127, 0.136, -0.016, -0.319, -0.092, 0.069, -0.475, 0.099, 0.048, 0.100, 0.092, 0.080, 0.153, 0.128, 0.133, -0.042, -0.362, -0.051, 0.027, -0.435, 0.076, 0.093, 0.100, 0.084, 0.097, 0.159, 0.122, 0.134, -0.014, -0.349, -0.113, 0.105, -0.487, 0.012, 0.121, 0.089, 0.094, 0.094, 0.163, 0.142, 0.143, -0.007, -0.243, -0.147, 0.070, -0.561, 0.054, 0.174, 0.076, 0.077, 0.080, 0.147, 0.145, 0.135]}

***

No. 2
{"formula": "C4H13N2O2", "method": "ωB97M-V with the def2-TZVPD basis set", "charge": 1, "e_above_lowest_kcal_mol": 31.6, "fmax_ev_per_a": 0.81, "homo_ha": -0.5151, "lumo_energy_ev": -2.86, "homo_lumo_gap_ev": 11.15, "symbols": ["C", "O", "C", "N", "H", "H", "H", "H", "H", "H", "H", "H", "C", "N", "C", "O", "H", "H", "H", "H", "H"], "xyz": [[0.22194, -0.59193, 2.23545], [0.89593, 0.20857, 3.16882], [-0.95682, 0.23909, 1.76240], [-1.70185, -0.52747, 0.72217], [-0.13960, -1.51853, 2.68728], [0.85436, -0.85270, 1.37499], [1.74542, -0.18667, 3.38653], [-1.62854, 0.47243, 2.58026], [-0.60178, 1.16634, 1.31800], [-1.79621, -1.50042, 1.02450], [-1.17249, -0.57866, -0.19418], [-2.64034, -0.18577, 0.52756], [-0.36175, -0.14273, -2.77464], [0.76510, 0.56277, -2.80496], [1.62284, 0.83214, -1.66522], [-0.90175, -0.60534, -1.77091], [-0.82812, -0.27835, -3.76072], [1.11097, 0.79396, -3.72293], [1.22254, 0.32794, -0.78860], [1.65274, 1.89626, -1.45679], [2.63739, 0.46907, -1.84903]], "nbo_charge": [-0.074, -0.699, -0.236, -0.696, 0.171, 0.168, 0.492, 0.233, 0.229, 0.424, 0.481, 0.440, 0.562, -0.564, -0.426, -0.723, 0.155, 0.416, 0.202, 0.220, 0.227]}

***

No. 3
{"formula": "C27H31MoN5OPSSe2", "method": "ωB97M-V with the def2-TZVPD basis set", "charge": 3, "e_above_lowest_kcal_mol": 9.2, "fmax_ev_per_a": 0.49, "homo_ha": [-0.5617, -0.5617], "lumo_energy_ev": [-10.50, -10.53], "homo_lumo_gap_ev": [4.79, 4.76], "symbols": ["Mo", "Se", "P", "Se", "C", "C", "C", "C", "C", "C", "C", "C", "C", "C", "C", "C", "H", "H", "H", "H", "H", "H", "H", "H", "H", "H", "C", "C", "S", "O", "C", "C", "H", "H", "H", "H", "H", "H", "H", "H", "H", "H", "C", "C", "N", "C", "C", "N", "C", "N", "N", "N", "C", "C", "C", "C", "C", "C", "H", "H", "H", "H", "H", "H", "H", "H", "H", "H", "H"], "xyz": [[0.30764, 0.90504, -0.70533], [-1.24763, -0.64866, -1.63472], [-2.40949, 1.07479, -2.47217], [-1.20459, 2.61317, -1.37064], [-4.09125, 1.06517, -1.91558], [-4.79556, 2.27544, -1.93389], [-6.13349, 2.28628, -1.58574], [-6.76486, 1.09965, -1.22650], [-6.06464, -0.09913, -1.20833], [-4.72333, -0.12495, -1.55281], [-2.17297, 1.24474, -4.22153], [-1.80658, 0.15125, -5.00689], [-1.72221, 0.30185, -6.38134], [-2.00067, 1.53067, -6.96431], [-2.36676, 2.62033, -6.18040], [-2.45871, 2.48259, -4.80781], [-4.31289, 3.20602, -2.21180], [-6.68583, 3.21554, -1.59391], [-7.81324, 1.11200, -0.96030], [-6.56669, -1.01574, -0.93151], [-4.19328, -1.07024, -1.55050], [-1.60886, -0.81792, -4.56415], [-1.45084, -0.54259, -6.99966], [-1.93700, 1.64149, -8.03839], [-2.58418, 3.57337, -6.64210], [-2.74991, 3.33975, -4.21074], [4.97464, 0.89205, -1.11081], [4.38135, 1.01617, -2.49794], [2.81131, 0.23050, -2.84119], [1.77475, 1.01608, -1.91861], [2.92377, -1.42187, -2.11561], [2.66794, -1.53342, -0.62177], [5.85030, 1.53807, -1.06071], [5.30546, -0.12286, -0.89672], [4.27965, 1.21968, -0.33813], [5.01095, 0.56139, -3.27340], [4.21581, 2.04911, -2.81613], [3.92924, -1.75335, -2.39292], [2.21856, -2.01815, -2.69475], [3.52686, -1.27259, -0.01019], [2.35220, -2.54703, -0.38307], [1.83391, -0.87520, -0.32723], [2.38438, 1.31596, 1.84844], [1.00287, 0.89525, 2.19585], [0.00104, 0.75403, 1.29646], [-1.15100, 0.41488, 2.01560], [-0.81884, 0.33636, 3.31682], [0.53429, 0.63204, 3.40886], [1.37623, 0.47905, 4.63082], [1.93043, -0.82029, 4.67096], [2.87356, -1.13475, 3.73152], [3.10357, -2.38024, 3.76659], [2.31538, -2.95894, 4.74376], [2.24419, -4.28885, 5.17481], [1.35015, -4.56095, 6.18115], [0.55200, -3.54547, 6.75427], [0.61899, -2.23256, 6.34632], [1.52589, -1.96623, 5.31753], [2.40764, 1.76694, 0.85069], [3.07185, 0.47117, 1.91010], [2.74515, 2.07556, 2.54250], [-2.09519, 0.25413, 1.52609], [-1.40272, 0.08819, 4.18666], [0.74779, 0.66755, 5.49684], [2.15511, 1.23623, 4.57561], [2.87048, -5.05235, 4.73632], [1.25567, -5.56820, 6.56142], [-0.12464, -3.81057, 7.55543], [0.02684, -1.46644, 6.82886]], "nbo_charge": [0.877, 0.063, 1.122, 0.123, -0.405, -0.204, -0.168, -0.131, -0.186, -0.198, -0.406, -0.202, -0.189, -0.129, -0.178, -0.198, 0.225, 0.252, 0.253, 0.251, 0.225, 0.223, 0.249, 0.253, 0.253, 0.227, -0.631, -0.580, 1.276, -0.871, -0.598, -0.568, 0.278, 0.233, 0.209, 0.280, 0.279, 0.287, 0.270, 0.254, 0.278, 0.134, -0.693, 0.478, -0.584, -0.056, -0.017, -0.299, -0.034, -0.246, -0.084, -0.164, 0.022, -0.164, -0.201, -0.144, -0.278, 0.158, 0.202, 0.299, 0.284, 0.255, 0.270, 0.255, 0.243, 0.249, 0.245, 0.242, 0.229]}